Record 1
A structure of composition C27H29CrN3O2SSe2, computed with ωB97M-V/def2-TZVPD.

CARTESIAN COORDINATES (ANGSTROEM)
Cr (-0.007, -1.118, 0.126)
C (1.187, -1.210, -4.471)
C (2.460, -1.016, -3.700)
C (3.607, -0.495, -4.345)
C (4.739, -0.297, -3.614)
C (4.764, -0.633, -2.244)
C (5.926, -0.461, -1.460)
C (5.887, -0.840, -0.143)
C (4.732, -1.396, 0.418)
C (3.555, -1.601, -0.300)
S (2.215, -2.383, 0.464)
C (3.574, -1.176, -1.682)
N (2.452, -1.332, -2.430)
H (1.370, -1.222, -5.548)
H (0.485, -0.403, -4.252)
H (0.691, -2.132, -4.167)
H (3.568, -0.256, -5.402)
H (5.639, 0.109, -4.069)
H (6.817, -0.037, -1.911)
H (6.761, -0.712, 0.487)
H (4.737, -1.687, 1.461)
O (-3.963, 0.790, 3.793)
C (-2.903, 0.287, 4.614)
C (-1.797, -0.361, 3.770)
C (-0.671, -0.627, 4.796)
O (0.152, -1.735, 4.543)
C (-1.386, 0.648, 2.682)
Se (0.482, 0.534, 2.075)
C (-2.372, -1.663, 3.190)
Se (-1.470, -2.637, 1.725)
H (-4.643, 1.135, 4.377)
H (-3.300, -0.460, 5.315)
H (-2.464, 1.113, 5.194)
H (-1.130, -0.831, 5.774)
H (-0.078, 0.294, 4.892)
H (0.460, -1.665, 3.621)
H (-1.558, 1.666, 3.042)
H (-2.034, 0.505, 1.818)
H (-3.377, -1.439, 2.828)
H (-2.470, -2.378, 4.013)
C (-0.133, 1.957, -1.079)
N (-0.486, 0.563, -1.214)
C (-1.178, 0.202, -2.240)
C (-1.493, -1.170, -2.431)
C (-2.208, -1.838, -3.434)
C (-2.083, -3.199, -3.138)
C (-1.304, -3.280, -1.972)
N (-0.948, -2.065, -1.551)
C (-1.132, 2.757, -0.266)
C (-0.732, 3.967, 0.297)
C (-1.617, 4.741, 1.027)
C (-2.924, 4.309, 1.220)
C (-3.326, 3.099, 0.678)
C (-2.438, 2.331, -0.065)
H (-0.027, 2.419, -2.072)
H (0.827, 2.021, -0.566)
H (-1.505, 0.936, -2.985)
H (-2.740, -1.384, -4.259)
H (-2.508, -4.030, -3.682)
H (-1.006, -4.160, -1.423)
H (0.300, 4.281, 0.188)
H (-1.280, 5.671, 1.472)
H (-3.615, 4.899, 1.812)
H (-4.329, 2.729, 0.855)
H (-2.752, 1.367, -0.446)

Properties
net charge	-2
multiplicity	5
LUMO level (alpha / beta)	4.51 / 4.50	eV
⟨S²⟩	6.031
F_max	0.3	eV/Å
E	-206987.1547	eV
gap between HOMO and LUMO (alpha / beta)	5.029 / 5.288	eV

Record 2
A cluster of 2 separate species, C2H6N3O2 in total in a non-equilibrium geometry, computed with ωB97M-V/def2-TZVPD.

CARTESIAN COORDINATES (ANGSTROEM)
N (-0.582, -0.335, -0.857)
C (-0.211, 0.923, -0.585)
N (-0.852, 1.911, -1.322)
N (0.661, 1.272, 0.312)
H (-0.052, -1.118, -0.414)
H (-1.013, -0.487, -1.758)
H (-1.842, 1.738, -1.426)
H (-0.666, 2.811, -0.895)
H (0.877, 0.511, 0.994)
O (0.600, -2.344, 0.400)
C (0.921, -1.820, 1.490)
O (0.815, -0.602, 1.772)
H (1.345, -2.460, 2.287)

Properties
net charge	0
multiplicity	2
LUMO level (alpha / beta)	0.54 / -2.81	eV
⟨S²⟩	0.757
F_max	2.6	eV/Å
E	-10734.9017	eV
gap between HOMO and LUMO (alpha / beta)	10.334 / 6.764	eV

Record 3
A structure of composition C8H28BIn2O6 in a non-equilibrium geometry, computed with ωB97M-V/def2-TZVPD.

CARTESIAN COORDINATES (ANGSTROEM)
In (-5.353, 1.406, -0.991)
In (2.587, -1.810, -1.132)
B (-1.336, -0.109, -0.891)
H (-1.993, -0.075, -0.035)
H (-1.167, -1.144, -1.145)
H (-1.810, 0.424, -1.701)
H (-0.427, 0.355, -0.542)
C (1.299, -1.042, 5.180)
C (0.890, -0.207, 4.028)
O (1.918, 0.058, 3.138)
H (1.620, -2.044, 4.898)
H (0.507, -1.130, 5.924)
H (2.100, -0.556, 5.738)
H (0.483, 0.747, 4.364)
H (0.042, -0.687, 3.539)
H (2.285, 0.852, 3.534)
C (-3.667, 2.465, 5.692)
C (-4.117, 1.487, 4.682)
O (-5.000, 2.146, 3.758)
H (-3.130, 3.318, 5.278)
H (-3.101, 1.962, 6.476)
H (-4.506, 2.747, 6.327)
H (-4.648, 0.687, 5.198)
H (-3.234, 1.130, 4.154)
H (-5.851, 2.247, 4.189)
C (4.090, 3.044, -2.598)
C (3.015, 3.053, -3.608)
O (2.479, 1.769, -3.974)
O (3.634, 2.460, -1.400)
H (4.470, 4.037, -2.356)
H (4.945, 2.525, -3.031)
H (3.324, 3.557, -4.524)
H (2.198, 3.699, -3.288)
H (2.392, 1.773, -4.930)
H (3.610, 3.183, -0.770)
C (0.058, -4.926, -4.777)
C (0.274, -3.625, -5.552)
O (0.045, -2.622, -4.653)
O (0.991, -5.083, -3.724)
H (0.101, -5.769, -5.467)
H (-0.958, -4.954, -4.383)
H (-0.399, -3.529, -6.405)
H (1.259, -3.510, -6.003)
H (-0.854, -2.328, -4.820)
H (0.935, -5.982, -3.393)

Properties
net charge	+5
LUMO level	-20.27	eV
F_max	5.5	eV/Å
E	-31981.8877	eV
gap between HOMO and LUMO	1.872	eV